{"formula": "C4H33N2O10", "method": "ωB97M-V with the def2-TZVPD basis set", "species": ["C", "N", "C", "C", "N", "C", "H", "H", "H", "H", "H", "H", "H", "H", "H", "H", "H", "H", "H", "H", "H", "O", "H", "H", "O", "H", "H", "O", "H", "H", "O", "H", "H", "O", "H", "H", "O", "H", "H", "O", "H", "H", "O", "H", "H", "O", "H", "H", "O"], "xyz": [[0.060, 3.456, -0.891], [0.990, 3.687, 0.220], [2.202, 2.784, 0.011], [-0.749, 2.116, -0.525], [-0.693, 1.774, 0.939], [-1.964, 2.269, 1.641], [-0.765, 4.288, -0.849], [0.639, 3.592, -1.859], [1.427, 4.662, 0.263], [1.944, 1.916, -0.777], [3.162, 3.429, -0.207], [2.536, 2.570, 1.162], [-1.778, 2.231, -1.276], [-0.369, 1.348, -1.186], [0.023, 2.207, 1.421], [-0.653, 0.730, 0.977], [-2.945, 2.320, 1.113], [-2.070, 1.522, 2.418], [-1.681, 3.124, 2.318], [0.038, -2.076, 1.386], [-0.518, -3.429, 1.187], [-0.739, -2.511, 1.095], [-2.614, -0.804, -3.770], [-2.344, 0.472, -3.072], [-1.995, -0.452, -3.229], [-2.981, -1.669, 2.274], [-2.405, -0.893, 1.023], [-2.783, -0.790, 1.984], [2.823, -0.969, 2.210], [3.037, -1.038, 0.728], [2.521, -1.433, 1.423], [2.006, -3.804, 1.443], [1.535, -4.280, -0.011], [1.267, -3.950, 0.831], [1.537, 0.766, 3.261], [0.197, 1.056, 3.905], [0.673, 1.030, 3.048], [2.285, -2.884, -2.455], [1.317, -2.477, -1.277], [1.944, -2.198, -1.898], [-0.525, -0.983, -0.546], [-1.676, -0.895, -1.626], [-1.320, -0.467, -0.859], [-2.392, -3.092, -2.737], [-2.164, -2.896, -1.221], [-2.705, -2.719, -2.002], [2.707, -0.700, -1.814], [3.265, 0.546, -2.433], [2.890, 0.257, -1.580]], "lowdin_charge": [-0.2307, -0.1974, -0.1303, -0.1606, 0.0258, 0.0073, 0.1308, 0.1308, 0.1357, 0.0856, 0.0952, 0.1008, 0.1945, 0.0663, 0.0559, 0.1428, 0.1214, 0.0568, 0.1192, -0.0007, 0.0263, -0.0476, 0.0005, 0.1031, -0.0209, 0.0163, 0.0522, -0.0985, 0.0454, 0.0283, -0.0278, 0.0691, 0.0376, -0.0421, 0.0153, 0.0917, -0.0156, 0.0726, 0.0072, 0.0108, 0.0664, -0.0258, -0.1045, -0.0227, 0.0468, 0.0143, 0.0043, 0.0604, -0.1118], "lumo_energy_ev": -2.557, "e_homo_ev": -12.0, "total_charge": 1, "energy_ha": -1033.72675, "homo_lumo_gap_ev": 9.41, "e_above_lowest_kj_mol": 582.3}



{"formula": "C4H33N2O11S", "method": "ωB97M-V with the def2-TZVPD basis set", "species": ["N", "C", "C", "S", "C", "N", "C", "H", "H", "H", "H", "H", "H", "H", "H", "H", "H", "H", "H", "H", "O", "H", "H", "O", "H", "H", "O", "H", "H", "O", "H", "H", "O", "H", "H", "O", "H", "H", "O", "H", "H", "O", "H", "H", "O", "H", "H", "O", "H", "H", "O"], "xyz": [[1.031, 1.361, -0.432], [0.842, -0.073, -0.717], [1.691, -0.496, -1.905], [3.458, -0.090, -1.330], [-0.669, -0.368, -1.094], [-1.432, -0.668, 0.192], [-2.754, -0.076, 0.185], [1.893, 1.604, 0.028], [1.027, 1.888, -1.351], [1.086, -0.668, 0.140], [1.520, -1.481, -2.274], [1.317, 0.136, -2.674], [-0.796, -1.311, -1.707], [-1.102, 0.557, -1.506], [-0.923, -0.134, 0.925], [-3.344, -0.699, 0.891], [-3.313, -0.207, -0.768], [-2.976, 0.944, 0.539], [-2.267, 1.966, -1.173], [-2.863, 3.336, -0.973], [-2.767, 2.632, -1.621], [1.373, -4.377, 1.198], [0.990, -3.015, 1.898], [0.822, -4.071, 1.921], [0.438, 3.244, 1.823], [0.253, 1.896, 0.254], [-0.166, 2.922, 1.145], [-1.500, 3.603, 0.808], [-1.967, 5.038, 0.580], [-2.343, 4.122, 0.598], [0.861, -3.246, -1.494], [-0.501, -3.626, -1.032], [-0.024, -3.344, -1.857], [-1.483, 1.149, 3.384], [-0.506, 1.702, 2.233], [-0.689, 0.939, 2.875], [-1.125, 4.149, -3.411], [-1.778, 2.736, -3.363], [-0.934, 3.194, -3.515], [4.597, -0.549, 1.872], [3.570, -0.099, 0.959], [3.759, -0.271, 1.888], [3.171, -2.932, -0.881], [2.314, -2.310, 0.261], [2.339, -2.968, -0.413], [2.075, -0.632, 2.621], [0.659, -0.357, 2.095], [1.254, -1.099, 2.396], [-0.930, -3.907, 0.991], [-1.529, -2.527, 0.443], [-1.658, -3.514, 0.348]], "lowdin_charge": [0.1152, -0.4347, -0.5575, 0.3260, -0.1083, -0.1183, -0.1501, 0.0856, 0.1669, 0.0796, 0.0345, 0.0524, 0.1215, 0.0936, 0.0655, 0.0821, 0.0981, 0.0761, -0.0289, 0.0030, -0.0680, 0.0097, 0.0808, -0.1196, 0.0172, 0.0848, -0.3202, -0.0295, 0.0588, -0.1410, -0.0269, 0.0047, -0.1068, 0.0495, 0.0005, -0.1051, 0.0399, 0.0065, -0.1008, -0.0297, -0.0974, -0.0557, 0.0398, -0.0053, -0.0693, 0.0200, 0.0203, -0.0854, 0.0678, 0.0097, -0.1518], "lumo_energy_ev": 2.568, "e_homo_ev": -4.5, "total_charge": -1, "energy_ha": -1507.58326, "homo_lumo_gap_ev": 7.12, "e_above_lowest_kj_mol": 61.8}



{"formula": "C4H34NO15", "method": "ωB97M-V with the def2-TZVPD basis set", "species": ["C", "O", "C", "C", "C", "N", "O", "H", "H", "H", "H", "H", "H", "H", "H", "H", "H", "O", "H", "H", "O", "H", "H", "O", "H", "H", "O", "H", "H", "O", "H", "H", "O", "H", "H", "O", "H", "H", "O", "H", "H", "O", "H", "H", "O", "H", "H", "O", "H", "H", "O", "H", "H", "O"], "xyz": [[1.151, -1.770, 0.114], [-0.041, -2.248, 0.719], [1.056, -0.291, -0.317], [2.503, 0.265, -0.447], [2.766, 1.548, 0.281], [1.691, 2.388, 0.491], [3.886, 1.985, 0.497], [1.914, -1.790, 0.888], [1.393, -2.411, -0.736], [0.442, -0.144, -1.196], [0.537, 0.194, 0.502], [3.181, -0.535, -0.221], [2.624, 0.451, -1.520], [1.762, 3.133, 1.161], [0.763, 2.016, 0.307], [0.192, -4.034, -0.180], [-0.566, -4.788, -1.315], [0.128, -4.872, -0.659], [-2.385, -2.067, -1.465], [-2.954, -0.581, -3.214], [-2.213, -0.738, -2.628], [-3.505, 2.724, 1.439], [-3.518, 2.738, 2.950], [-4.074, 2.906, 2.183], [-2.156, -0.988, 2.370], [-3.470, -0.380, 2.809], [-2.601, -0.126, 2.482], [1.109, 1.245, 2.756], [1.241, 1.258, 4.288], [1.095, 0.678, 3.533], [-3.057, -2.890, 2.288], [-1.660, -3.267, 2.357], [-2.323, -2.824, 2.914], [1.029, 3.427, -2.684], [1.854, 4.679, -2.237], [1.279, 4.325, -2.918], [3.127, -1.558, -3.348], [3.603, -1.742, -1.898], [3.857, -1.894, -2.809], [-3.017, -1.272, -0.292], [-0.893, -2.052, 0.305], [-2.708, -2.150, -0.534], [0.438, -1.044, -3.295], [0.548, 0.372, -3.946], [1.047, -0.466, -3.762], [-1.437, 1.087, -1.114], [-0.536, 2.071, -1.694], [-0.943, 1.867, -0.829], [-1.473, 1.223, -4.088], [-1.480, 0.302, -2.823], [-0.900, 1.177, -3.316], [-2.149, 0.467, 5.064], [-0.632, 0.635, 4.815], [-1.370, 0.957, 5.338]], "lowdin_charge": [-0.2309, -0.1012, -0.1590, -0.0877, -0.5209, 0.1563, 0.0290, 0.1240, 0.1131, 0.0813, 0.0894, 0.1006, 0.1241, 0.1056, 0.0456, -0.0128, 0.0292, -0.0623, 0.0090, -0.0157, -0.2908, 0.0216, 0.0252, -0.0595, -0.0006, 0.0337, -0.0717, 0.0178, 0.0433, -0.0421, 0.0480, 0.0489, -0.0558, 0.0101, 0.0280, -0.0542, 0.0136, -0.0063, -0.0586, 0.0259, 0.0442, -0.1043, 0.0138, 0.0179, -0.0957, 0.0186, 0.0158, -0.0895, 0.0301, -0.0333, -0.2463, 0.0163, -0.0129, -0.0678], "lumo_energy_ev": 2.363, "e_homo_ev": -6.9, "total_charge": -1, "energy_ha": -1356.24850, "homo_lumo_gap_ev": 9.22, "e_above_lowest_kj_mol": 337.8}



{"formula": "C4H35NO16", "method": "ωB97M-V with the def2-TZVPD basis set", "species": ["C", "O", "C", "C", "C", "O", "O", "N", "H", "H", "H", "H", "H", "H", "H", "H", "H", "H", "H", "O", "H", "H", "O", "H", "H", "O", "H", "H", "O", "H", "H", "O", "H", "H", "O", "H", "H", "O", "H", "H", "O", "H", "H", "O", "H", "H", "O", "H", "H", "O", "H", "H", "O", "H", "H", "O"], "xyz": [[2.456, -1.772, -0.468], [3.808, -1.281, -0.456], [1.608, -0.553, 0.062], [0.167, -0.929, 0.213], [-0.586, 0.422, 0.569], [-0.092, 1.509, 0.127], [-1.432, 0.323, 1.446], [2.298, -0.281, 1.414], [1.986, -2.311, -1.349], [2.580, -2.631, 0.210], [4.035, -1.103, -1.420], [1.770, 0.354, -0.600], [0.080, -1.730, 1.009], [-0.167, -1.331, -0.718], [-1.639, 2.397, 0.670], [2.226, -1.123, 1.868], [3.268, 0.028, 1.281], [-0.475, 4.220, -2.120], [-0.430, 3.901, -0.763], [0.214, 4.059, -1.545], [-0.738, -1.504, -3.865], [0.594, -0.765, -3.676], [0.250, -1.453, -4.119], [0.729, 2.526, 1.235], [0.249, 0.665, 3.728], [1.209, 0.880, 3.924], [0.472, -2.569, 2.520], [1.426, -3.619, 3.045], [1.384, -2.803, 2.475], [1.525, 1.623, 3.347], [-2.576, 3.756, 0.271], [-1.646, 3.331, 0.365], [1.033, 1.365, -1.775], [1.695, 2.069, -3.004], [1.504, 1.191, -2.611], [-2.753, 2.237, -0.433], [-3.222, 1.377, -1.674], [-3.547, 1.970, -0.950], [-4.274, -1.874, 1.799], [-2.990, -1.180, 1.410], [-3.446, -2.027, 1.313], [1.678, 0.453, 1.902], [2.006, 3.320, 1.952], [1.448, 2.626, 1.930], [-1.291, -0.718, 2.967], [-1.052, -1.209, 4.454], [-1.000, -1.351, 3.543], [-3.816, 0.162, -0.675], [-3.703, -1.551, -0.334], [-3.704, -0.773, -0.985], [2.631, -1.575, -3.533], [2.511, -0.258, -2.888], [3.222, -0.936, -3.065], [-2.779, -1.993, -3.423], [-2.588, -1.532, -1.941], [-2.117, -2.029, -2.657]], "lowdin_charge": [-0.2011, -0.1058, -0.2437, -0.0153, -0.5926, -0.0893, 0.0016, 0.2449, 0.1423, 0.1145, 0.0876, 0.1374, 0.1213, 0.1140, 0.0287, 0.0595, 0.1701, -0.0224, 0.0321, -0.0686, 0.0487, -0.0906, -0.0475, 0.0615, 0.0467, -0.1092, -0.0134, 0.0999, -0.0534, 0.0036, 0.1321, -0.1083, 0.0247, 0.0889, -0.0540, -0.0064, 0.0740, -0.0698, 0.0784, 0.0171, -0.0463, 0.1289, 0.0057, -0.0227, -0.0607, 0.0367, 0.0144, 0.0304, 0.0540, -0.1205, 0.0634, 0.0125, -0.0904, 0.0920, -0.0173, -0.1183], "lumo_energy_ev": 0.194, "e_homo_ev": -10.1, "energy_ha": -1431.96260, "homo_lumo_gap_ev": 10.33, "e_above_lowest_kj_mol": 422.2}